The following is a quantum chemistry calculation of a gas-phase ion, C5H11N2O (charge +1) at a distorted geometry, from the Open Molecules 2025 dataset.

```
19
Properties=species:S:1:pos:R:3:nbo_charge:R:1
C 0.313 -1.129 -0.575 -0.398
C 1.809 -1.298 0.030 -0.111
C -0.176 0.305 -0.086 0.060
C -0.659 0.136 1.400 -0.627
C -1.150 0.984 -1.039 -0.615
N 1.284 2.199 -0.121 -0.144
N 1.048 1.031 -0.015 0.320
O 2.258 0.039 0.125 -0.340
H 0.288 -1.079 -1.634 0.233
H -0.416 -1.949 -0.100 0.261
H 1.689 -1.681 1.047 0.220
H 2.427 -1.695 -0.822 0.258
H -1.689 -0.371 1.440 0.261
H -0.770 0.933 2.106 0.257
H -0.059 -0.694 1.750 0.220
H -1.350 1.914 -0.481 0.243
H -1.981 0.301 -1.285 0.265
H -0.575 1.347 -2.005 0.236
H 2.175 2.534 -0.161 0.402
```

Computed properties:
2S+1 = 1
ΔE to the lowest compared entry with this formula, charge and spin = 552.1 kJ/mol
total charge = +1
orbital gap = 10.4 eV
structure (SMILES) = [H]/N=[N+]1\OCCC1(C)C
total energy = -10379.8835 eV

***

The following is a quantum chemistry calculation of 2 unconnected molecules or ions with the total composition C2H5ClO2S at a distorted geometry, from the Open Molecules 2025 dataset.

```
11
Properties=species:S:1:pos:R:3:nbo_charge:R:1
C 0.253 0.117 0.218 0.153
C 0.489 0.315 -1.068 -0.557
O -3.273 -0.305 1.573 -0.864
O -0.599 -0.767 0.610 -0.675
S -3.943 0.769 0.514 0.546
Cl -4.374 -0.476 -1.041 -0.205
H -2.301 -0.403 1.596 0.513
H 0.792 0.436 1.126 0.191
H -0.087 -0.282 -1.851 0.193
H 1.245 0.982 -1.421 0.222
H -0.993 -0.994 -0.236 0.482
```

Computed properties:
2S+1 = 1
ΔE to the lowest compared entry with this formula, charge and spin = 68.8 kJ/mol
orbital gap = 9.3 eV
structure (SMILES) = C=CO.OSCl
total energy = -29605.8188 eV

***

The following is a quantum chemistry calculation of a molecular structure, C8H13MoNO4Se3, from the Open Molecules 2025 dataset.

```
30
Properties=species:S:1:pos:R:3:nbo_charge:R:1
Mo -0.103 0.792 1.407 0.328
O 1.755 1.926 1.693 -0.711
C 2.679 1.765 2.779 -0.057
C 2.822 0.301 3.141 -0.151
C 4.149 0.198 3.920 -0.046
O 4.411 -1.103 4.417 -0.711
C 2.993 -0.542 1.872 -0.574
Se 1.390 -1.041 0.880 0.105
C 1.704 -0.166 4.084 -0.576
Se -0.145 0.420 3.786 0.122
H 1.869 2.794 1.255 0.537
H 2.319 2.338 3.637 0.197
H 3.642 2.167 2.453 0.193
H 4.150 0.938 4.729 0.169
H 4.977 0.433 3.250 0.188
H 3.840 -1.273 5.173 0.470
H 3.446 -1.495 2.134 0.246
H 3.662 -0.027 1.182 0.227
H 1.941 0.142 5.105 0.216
H 1.625 -1.253 4.058 0.235
Se -0.863 2.642 -0.160 0.042
C 0.626 3.693 -0.101 0.029
N 1.575 4.344 0.029 -0.429
C -1.609 -2.005 -0.816 -0.254
O -2.359 -1.226 0.147 -0.469
C -1.696 -0.298 0.762 0.627
O -2.215 0.410 1.632 -0.561
H -2.318 -2.713 -1.229 0.207
H -0.799 -2.529 -0.317 0.202
H -1.221 -1.355 -1.594 0.199
```

Computed properties:
2S+1 = 1
ΔE to the lowest compared entry with this formula, charge and spin = 13.0 kJ/mol
orbital gap (alpha / beta) = 7.1 / 7.1 eV
total energy = -216081.0152 eV

***

The following is a quantum chemistry calculation of a single C5H11NO2 molecule at a distorted geometry, from the Open Molecules 2025 dataset.

```
19
Properties=species:S:1:pos:R:3:nbo_charge:R:1
C -0.526 0.534 0.979 0.156
C 1.242 -0.365 -0.459 -0.221
C -0.685 0.720 -1.481 -0.420
C 1.470 -1.783 0.052 -0.606
N -0.173 -0.016 -0.331 -0.467
C -2.000 0.271 1.343 0.429
O -0.211 1.904 1.100 -0.717
O -2.928 0.042 0.574 -0.497
H 0.402 2.096 0.374 0.478
H 0.040 0.011 1.759 0.167
H -2.195 0.318 2.429 0.113
H 1.889 0.343 0.072 0.169
H 1.559 -0.344 -1.509 0.203
H -0.519 0.143 -2.398 0.205
H -0.199 1.693 -1.609 0.153
H -1.765 0.882 -1.422 0.234
H 1.271 -1.868 1.125 0.200
H 2.507 -2.086 -0.124 0.207
H 0.822 -2.495 -0.472 0.216
```

Computed properties:
2S+1 = 1
ΔE to the lowest compared entry with this formula, charge and spin = 199.2 kJ/mol
orbital gap = 9.6 eV
structure (SMILES) = CCN(C)[C@@H](O)C=O
total energy = -10947.2025 eV

***

The following is a quantum chemistry calculation of a single C9H17N3O5 molecule at a distorted geometry, from the Open Molecules 2025 dataset.

```
34
Properties=species:S:1:pos:R:3:nbo_charge:R:1
C -1.351 -1.622 -0.301 -0.182
C 0.149 -1.525 -0.429 0.686
C -1.902 -0.915 0.899 -0.384
C -3.274 -0.143 0.547 -0.519
C -2.994 1.059 -0.343 0.686
C 2.032 0.037 -0.718 -0.165
C 3.098 -0.835 0.050 0.813
C 2.393 1.540 -0.473 0.109
C 2.425 2.131 0.954 -0.638
H -1.480 -3.489 0.157 0.349
H -1.426 -3.325 -1.434 0.374
H -1.656 -1.018 -1.140 0.249
H -1.135 -0.166 1.203 0.225
H -1.960 -1.604 1.693 0.219
H -3.801 0.165 1.476 0.215
H -3.919 -0.932 0.119 0.257
H -3.784 2.841 -0.777 0.399
H -4.519 2.082 0.553 0.392
H -0.048 0.537 -0.404 0.418
H 2.124 -0.239 -1.803 0.220
H 1.792 2.115 -1.077 0.170
H 4.120 1.124 -1.569 0.488
H 1.624 1.800 1.575 0.218
H 2.403 3.267 0.825 0.227
H 3.244 1.679 1.564 0.229
H 3.474 -1.611 1.679 0.496
N -1.899 -2.955 -0.579 -0.802
N -3.739 2.167 -0.085 -0.801
N 0.731 -0.238 -0.196 -0.659
O 0.964 -2.452 -0.707 -0.625
O -2.166 1.041 -1.227 -0.640
O 4.100 -1.302 -0.391 -0.589
O 3.698 1.842 -0.979 -0.743
O 2.683 -1.056 1.338 -0.691
```

Computed properties:
2S+1 = 1
ΔE to the lowest compared entry with this formula, charge and spin = 166.1 kJ/mol
orbital gap = 10.1 eV
structure (SMILES) = C[C@@H](O)[C@H](NC(=O)[C@@H](N)CCC(N)=O)C(=O)O
total energy = -24316.6977 eV

***

What is the 2S+1 in the fifth record? 1